# 1
Entry from the OMol25 dataset: a structure of composition C42H41BrN3O3PSbTi (ωB97M-V/def2-TZVPD).

The geometry in ORCA input format:
```
! RIJCOSX wB97M-V def2-TZVPD def2/J DEFGRID3
* xyz 1 3
Ti -0.178 0.280 -0.036
O -2.786 0.577 6.463
C -1.390 0.739 6.281
C -1.098 0.500 4.825
C -0.063 -0.303 4.388
C 0.139 -0.460 3.024
N -0.619 0.131 2.102
C -1.628 0.922 2.527
C -1.900 1.115 3.862
C -2.464 1.594 1.456
C -3.535 2.402 1.774
C -4.271 2.991 0.742
C -5.451 3.859 1.081
O -5.108 4.630 2.218
C -3.889 2.737 -0.561
C -2.797 1.913 -0.800
N -2.099 1.360 0.185
H -3.006 0.755 7.382
H -0.808 0.047 6.897
H -1.078 1.760 6.534
H 0.591 -0.817 5.079
H 0.927 -1.096 2.644
H -2.724 1.729 4.187
H -3.811 2.611 2.795
H -6.309 3.210 1.297
H -5.711 4.483 0.221
H -5.821 5.246 2.406
H -4.414 3.175 -1.401
H -2.459 1.703 -1.806
C 5.648 0.161 2.750
C 4.321 0.409 3.063
C 3.364 0.443 2.058
C 3.726 0.221 0.738
C 5.066 -0.018 0.426
C 6.020 -0.049 1.428
P 2.513 0.190 -0.612
C 3.147 1.350 -1.845
C 3.723 2.551 -1.431
C 4.197 3.458 -2.364
C 4.100 3.176 -3.720
C 3.523 1.986 -4.142
C 3.043 1.082 -3.208
C 2.696 -1.451 -1.330
C 3.691 -1.878 -2.175
C 3.825 -3.253 -2.454
C 2.986 -4.160 -1.864
C 1.969 -3.742 -0.974
C 1.126 -4.658 -0.293
C 0.212 -4.192 0.604
C 0.068 -2.798 0.840
C 0.776 -1.866 0.120
C 1.800 -2.362 -0.737
H 6.398 0.138 3.529
H 4.030 0.593 4.089
H 2.341 0.695 2.296
H 5.368 -0.177 -0.601
H 7.056 -0.233 1.174
H 3.799 2.779 -0.376
H 4.641 4.386 -2.030
H 4.471 3.886 -4.448
H 3.436 1.765 -5.197
H 2.565 0.173 -3.555
H 4.388 -1.177 -2.617
H 4.607 -3.586 -3.123
H 3.099 -5.218 -2.070
H 1.242 -5.720 -0.467
H -0.413 -4.886 1.153
H -0.667 -2.491 1.576
O -0.319 2.066 -5.441
C -0.344 1.264 -4.352
C -0.691 -0.090 -4.435
C -0.702 -0.831 -3.271
N -0.383 -0.270 -2.106
C -0.013 1.007 -2.014
Br 0.946 2.514 0.760
C 0.003 1.825 -3.131
H -0.585 1.570 -6.221
H -0.947 -0.548 -5.381
H -0.973 -1.880 -3.275
H 0.302 2.863 -3.072
C -4.211 -2.713 1.153
Sb -3.006 -1.848 -0.375
C -2.698 -3.673 -1.436
C -4.615 -1.091 -1.552
H -4.980 -3.337 0.698
H -4.687 -1.939 1.754
H -3.595 -3.328 1.808
H -3.592 -3.918 -2.010
H -2.513 -4.464 -0.711
H -1.840 -3.622 -2.102
H -5.325 -1.894 -1.750
H -4.249 -0.698 -2.500
H -5.125 -0.289 -1.017
*
```

Results
* gap between HOMO and LUMO (alpha / beta): 6.82 / 5.27 eV
* energy relative to the best compared isomer or geometry (same formula, charge and spin): 15.6 kcal/mol
* max |F|: 1.03 eV Å⁻¹
* ⟨S²⟩: 2.01

Table of Mulliken atomic charges, one value per atom, all in e:
1. Ti -0.86
2. O -0.53
3. C -0.73
4. C 0.36
5. C -1.60
6. C -0.94
7. N 0.62
8. C 0.03
9. C -0.75
10. C 0.52
11. C -0.63
12. C 0.24
13. C -0.68
14. O -0.52
15. C -1.19
16. C -0.57
17. N 0.74
18. H 0.31
19. H 0.39
20. H 0.31
21. H 0.45
22. H 0.95
23. H 0.67
24. H 0.64
25. H 0.28
26. H 0.41
27. H 0.31
28. H 0.44
29. H 0.42
30. C -0.62
31. C -0.98
32. C -0.17
33. C 1.05
34. C -0.47
35. C -0.82
36. P 1.68
37. C 0.85
38. C -1.04
39. C -0.75
40. C -0.70
41. C -0.85
42. C -0.31
43. C 0.36
44. C -0.19
45. C -1.12
46. C -0.82
47. C 1.58
48. C -1.04
49. C -1.17
50. C -0.06
51. C 0.66
52. C -1.03
53. H 0.40
54. H 0.46
55. H 0.24
56. H 0.29
57. H 0.44
58. H 0.44
59. H 0.46
60. H 0.42
61. H 0.46
62. H 0.50
63. H 0.51
64. H 0.46
65. H 0.44
66. H 0.43
67. H 0.51
68. H 0.72
69. O -0.54
70. C 0.92
71. C -1.22
72. C -0.33
73. N 0.94
74. C 1.19
75. Br -0.27
76. C -1.58
77. H 0.34
78. H 0.41
79. H 0.22
80. H 0.49
81. C -1.36
82. Sb 0.60
83. C -1.33
84. C -1.40
85. H 0.38
86. H 0.39
87. H 0.41
88. H 0.49
89. H 0.41
90. H 0.27
91. H 0.49
92. H 0.38
93. H 0.36

***

# 2
Entry from the OMol25 dataset: a structure of composition C42H41IrNO2P2S2 (ωB97M-V/def2-TZVPD).

The geometry in ORCA input format:
```
! RIJCOSX wB97M-V def2-TZVPD def2/J DEFGRID3
* xyz 2 6
Ir 1.708 -1.256 1.142
C -1.699 -0.185 4.722
C -2.532 -0.226 3.498
C -2.836 0.970 2.720
C -1.673 1.799 2.076
C -0.418 2.115 2.837
C -0.388 2.251 4.185
C -1.622 2.394 5.019
C -1.904 1.044 5.623
C 2.511 -0.271 2.792
H -2.175 -0.990 5.354
H -2.765 -1.239 3.103
H -3.519 1.664 3.255
H -3.447 0.537 1.900
H -1.444 1.259 1.148
H -2.066 2.771 1.754
H 0.492 2.192 2.220
H 0.562 2.274 4.706
H -2.488 2.810 4.488
H -1.357 3.104 5.817
H -1.363 1.024 6.570
H -2.949 0.907 5.894
H 1.859 -0.138 3.700
H 2.707 0.697 2.271
H 3.471 -0.631 3.224
P 0.111 -2.065 -4.073
P 2.006 0.401 -4.367
C -0.575 -0.497 -4.659
C 0.279 0.527 -4.909
C -0.629 -3.191 -5.357
C -1.737 -2.882 -6.159
C -2.253 -3.813 -7.066
C -1.629 -5.042 -7.243
C -0.458 -5.324 -6.532
C 0.043 -4.398 -5.615
C -1.017 -2.202 -2.627
C -0.735 -1.340 -1.554
C -1.490 -1.401 -0.391
C -2.564 -2.306 -0.314
C -2.864 -3.148 -1.392
C -2.077 -3.112 -2.549
C 2.688 1.077 -6.016
C 2.575 0.271 -7.160
C 2.929 0.745 -8.425
C 3.415 2.052 -8.577
C 3.557 2.858 -7.445
C 3.219 2.363 -6.180
C 2.075 1.938 -3.376
C 3.258 2.115 -2.627
C 3.470 3.305 -1.936
C 2.502 4.317 -1.980
C 1.318 4.136 -2.706
C 1.097 2.934 -3.390
H -1.649 -0.435 -4.861
H 0.031 1.381 -5.554
H -2.217 -1.917 -6.097
H -3.149 -3.572 -7.637
H -2.042 -5.778 -7.935
H 0.054 -6.267 -6.694
H 0.969 -4.621 -5.090
H 0.116 -0.648 -1.615
H -1.185 -0.805 0.479
H -3.152 -2.343 0.601
H -3.706 -3.843 -1.334
H -2.279 -3.773 -3.393
H 2.189 -0.742 -7.076
H 2.833 0.113 -9.302
H 3.686 2.430 -9.562
H 3.932 3.871 -7.552
H 3.362 3.018 -5.328
H 4.002 1.319 -2.611
H 4.391 3.440 -1.364
H 2.665 5.249 -1.438
H 0.560 4.920 -2.744
H 0.170 2.790 -3.942
O 1.092 2.357 7.821
S 1.593 1.001 7.886
O 2.926 0.671 8.319
N 1.318 0.357 6.406
C 0.337 -0.505 6.396
S -0.102 -0.965 4.777
C -0.166 -0.886 7.732
C -1.245 -1.731 8.048
C -1.771 -1.708 9.351
C -1.240 -0.822 10.306
C -0.161 0.030 9.990
C 0.403 -0.065 8.716
H -1.657 -2.378 7.279
H -2.622 -2.343 9.625
H -1.680 -0.763 11.308
H 0.217 0.775 10.698
*
```

Results
* gap between HOMO and LUMO (alpha / beta): 5.08 / 3.67 eV
* energy relative to the best compared isomer or geometry (same formula, charge and spin): 75.9 kcal/mol
* max |F|: 3.85 eV Å⁻¹
* ⟨S²⟩: 8.77

Table of Mulliken atomic charges, one value per atom, all in e:
1. Ir 0.97
2. C 1.03
3. C -1.51
4. C -0.86
5. C -0.50
6. C -0.41
7. C -0.52
8. C -0.95
9. C -0.72
10. C -0.74
11. H 0.33
12. H 0.51
13. H 0.45
14. H 0.40
15. H 0.10
16. H 0.34
17. H 0.69
18. H 0.50
19. H 0.31
20. H 0.52
21. H 0.05
22. H 0.57
23. H 0.04
24. H 0.31
25. H 0.36
26. P 0.26
27. P 0.16
28. C -0.88
29. C -0.53
30. C 0.35
31. C 0.20
32. C -0.68
33. C -0.49
34. C -0.60
35. C -0.46
36. C 0.72
37. C -0.37
38. C 0.35
39. C -0.73
40. C -0.88
41. C -0.32
42. C 0.36
43. C -0.25
44. C -0.75
45. C -0.39
46. C -0.73
47. C -0.10
48. C 0.47
49. C -0.51
50. C -0.73
51. C -0.53
52. C -0.80
53. C 0.06
54. H 0.75
55. H 0.87
56. H 0.23
57. H 0.42
58. H 0.40
59. H 0.41
60. H 0.38
61. H 0.27
62. H -0.27
63. H 0.40
64. H 0.40
65. H 0.39
66. H 0.40
67. H 0.40
68. H 0.40
69. H 0.41
70. H 0.31
71. H 0.42
72. H 0.48
73. H 0.46
74. H 0.45
75. H 0.45
76. O -0.57
77. S 1.14
78. O -0.62
79. N -0.37
80. C 0.14
81. S -0.28
82. C 0.82
83. C -0.56
84. C -0.72
85. C -0.40
86. C -0.68
87. C 0.10
88. H 0.49
89. H 0.40
90. H 0.40
91. H 0.43